Entry from OMol25: a 10-piece molecular cluster, C24H72N4O14 overall at a distorted geometry (ωB97M-V/def2-TZVPD).

Geometry as XYZ:
```
114
Properties=species:S:1:pos:R:3:forces:R:3:lowdin_charge:R:1
O -5.15419 -11.26524 3.48003 -0.09 -0.18 -0.25 -0.05
H -5.61885 -10.72689 4.12073 -0.21 0.16 0.17 0.03
H -4.22884 -11.07157 3.62986 0.24 0.01 0.01 0.03
O -11.71501 -6.98818 -0.30548 -0.22 -0.21 0.08 -0.05
H -11.00462 -6.72202 0.27823 0.19 0.04 0.21 0.03
H -11.46551 -6.63993 -1.16146 0.02 0.06 -0.26 0.03
O -6.92380 -6.82003 3.96336 -0.01 0.10 0.24 -0.05
H -6.16387 -6.70155 3.39354 0.28 0.11 -0.15 0.01
H -7.50958 -7.39121 3.46651 -0.26 -0.26 -0.18 0.01
O -8.81111 -9.48572 1.88297 0.25 0.30 0.19 -0.05
H -8.39274 -10.13977 1.32313 0.13 -0.18 -0.18 0.02
H -9.74370 -9.69789 1.84424 -0.42 -0.09 -0.02 0.02
O -12.44189 -10.42181 0.75462 0.07 -0.12 0.36 -0.05
H -12.55547 -9.52293 0.44585 -0.03 0.39 -0.14 0.01
H -12.02341 -10.87575 0.02316 0.15 -0.16 -0.29 0.02
O -7.00507 -12.94016 0.24938 -0.31 0.08 -0.22 -0.05
H -6.11994 -13.09225 -0.08175 0.22 -0.07 -0.09 0.03
H -6.87527 -12.61018 1.13849 0.09 0.06 0.36 0.02
C -10.10225 -15.71924 6.91617 0.95 -0.18 -0.54 -0.13
O -10.16458 -16.05400 5.54482 -0.94 0.62 -0.21 -0.21
C -10.30842 -14.88025 4.67979 0.50 -1.02 2.84 -0.21
C -9.90481 -15.33670 3.35358 -0.64 -1.76 -1.76 -0.20
N -10.64088 -16.60281 2.92004 2.38 0.17 0.57 -0.04
C -9.87898 -17.23513 1.79590 -2.19 1.40 -0.82 -0.17
C -10.84306 -18.14168 0.93297 1.04 0.03 0.84 -0.22
O -12.15301 -17.66715 0.98850 -1.12 0.30 -0.50 -0.22
C -12.93288 -17.98583 -0.17439 0.31 0.78 0.68 -0.08
H -9.25264 -15.05200 7.06127 0.20 0.31 0.25 0.07
H -9.85053 -16.64861 7.42705 -0.37 0.07 0.19 0.09
H -10.97507 -15.22131 7.33849 -0.36 -0.19 -0.15 0.08
H -9.51423 -14.25215 5.08335 -0.21 0.95 -0.30 0.11
H -11.28298 -14.41715 4.83434 -0.17 -0.04 -0.28 0.13
H -8.83561 -15.51315 3.47094 0.00 -0.61 -0.40 0.12
H -9.99799 -14.58676 2.56808 -0.08 0.42 0.01 0.12
H -11.56805 -16.36285 2.59931 0.04 -0.01 -0.21 0.09
H -8.89051 -17.64989 1.99337 -0.44 -0.63 0.81 0.11
H -9.60883 -16.38754 1.16605 0.08 0.14 -0.75 0.09
H -10.90870 -19.16780 1.29474 0.62 -0.27 -0.01 0.12
H -10.48905 -18.10577 -0.09731 0.21 -0.25 -0.15 0.11
H -13.94783 -17.66453 0.05959 0.08 0.06 -0.16 0.09
H -12.97097 -19.03613 -0.46337 0.30 -0.26 0.33 0.08
H -12.52013 -17.40953 -1.00241 -0.19 0.01 -0.30 0.08
C -8.64778 -15.93148 -4.12686 1.15 1.49 0.19 -0.09
O -9.14081 -14.84965 -3.29290 -0.13 -0.44 -1.38 -0.19
C -9.98763 -13.98334 -4.05252 -0.49 0.57 0.87 -0.24
C -10.64361 -12.94590 -3.08395 0.54 -0.63 0.36 -0.18
N -9.84754 -11.84858 -2.44273 0.30 -0.55 -1.64 -0.04
C -9.13071 -11.15647 -3.55079 -0.23 -1.04 0.77 -0.23
C -8.41551 -9.97553 -3.04595 0.69 2.38 0.37 -0.23
O -8.04377 -9.10367 -4.14448 0.69 0.19 0.46 -0.18
C -6.88499 -8.26093 -3.95919 -0.61 0.11 0.63 -0.11
H -9.25697 -16.82923 -4.23197 -0.31 0.20 0.43 0.09
H -7.64226 -16.13456 -3.75836 -0.23 -0.57 0.37 0.08
H -8.42131 -15.53521 -5.11670 -0.37 0.02 -0.33 0.08
H -10.75835 -14.57657 -4.54462 -0.56 -0.13 0.34 0.11
H -9.54622 -13.47986 -4.91261 0.97 0.03 0.12 0.11
H -11.03597 -13.57428 -2.28438 -0.37 0.26 0.09 0.11
H -11.44489 -12.45185 -3.63347 -0.18 -0.10 0.10 0.11
H -9.09293 -12.24147 -1.89839 -0.15 -0.50 0.55 0.09
H -9.90543 -10.96657 -4.29365 0.57 0.30 -0.39 0.13
H -8.28102 -11.76864 -3.85307 -0.54 -0.56 -1.14 0.12
H -7.52675 -10.28782 -2.49761 0.35 -0.16 -0.07 0.12
H -9.00472 -9.45315 -2.29226 -0.32 0.44 -0.12 0.12
H -6.94264 -7.53565 -3.14756 -0.78 -0.08 0.59 0.07
H -6.76230 -7.58089 -4.80216 -0.04 -0.71 -0.48 0.08
H -5.96777 -8.79245 -3.70563 0.04 -0.52 -0.53 0.08
C -4.17171 -6.63358 0.61144 0.02 -1.60 0.20 -0.13
O -4.09159 -5.56215 1.47355 -0.38 1.33 0.78 -0.21
C -2.87499 -4.86754 1.40093 -0.07 1.87 -0.27 -0.22
C -2.89184 -3.58802 2.27052 -2.59 -0.23 0.38 -0.16
N -4.15081 -2.76894 2.10776 1.80 -0.32 -0.34 -0.07
C -4.11024 -1.93676 0.91505 -2.58 0.07 0.14 -0.21
C -5.53409 -1.28536 0.76310 0.70 -0.04 0.66 -0.21
O -6.59455 -2.10897 0.26636 0.98 -1.34 0.91 -0.18
C -6.88497 -3.25964 1.15375 -1.04 1.24 -0.76 -0.08
H -3.61870 -7.42718 1.11390 -0.06 -0.70 -0.35 0.09
H -3.75699 -6.54531 -0.39272 0.20 0.71 -0.08 0.09
H -5.21648 -6.92183 0.49544 -0.02 -0.02 0.15 0.09
H -2.83961 -4.46649 0.38801 0.69 -0.38 -0.46 0.11
H -1.99757 -5.45545 1.67039 0.02 -0.36 -0.20 0.12
H -2.05253 -2.94035 2.01722 0.16 -0.25 0.35 0.12
H -2.99421 -3.85198 3.32311 0.97 -0.14 0.12 0.11
H -4.93997 -3.39698 2.05413 0.39 -0.02 0.16 0.04
H -3.96855 -2.49626 -0.00961 0.53 -0.01 -0.29 0.11
H -3.39348 -1.12676 1.05013 0.17 -0.13 -0.16 0.12
H -5.40569 -0.37938 0.17079 -0.51 -0.27 -0.54 0.11
H -5.84574 -0.94420 1.75031 0.14 0.09 0.31 0.11
H -6.23642 -4.13501 1.11877 0.25 0.16 -0.71 0.06
H -7.89358 -3.54956 0.85921 0.10 -0.17 -0.04 0.09
H -6.94261 -2.97239 2.20364 0.05 0.43 0.06 0.09
C -9.15153 -9.27287 7.80118 -0.64 -2.09 0.16 -0.05
O -8.82733 -10.57410 8.49713 -0.37 1.77 -1.93 -0.21
C -8.76276 -10.44594 9.88984 2.36 0.67 0.34 -0.23
C -7.27210 -10.67485 10.39626 -0.54 1.19 -0.04 -0.19
N -6.33930 -9.53918 10.11486 -0.46 -0.93 0.51 -0.07
C -4.96274 -9.83550 10.62153 -0.07 -0.08 -1.29 -0.17
C -4.00277 -10.56026 9.63388 1.50 -0.28 -0.62 -0.19
O -2.95704 -9.71716 9.09744 -1.56 1.63 -0.85 -0.21
C -2.00521 -10.25367 8.18662 0.59 -0.78 1.70 -0.12
H -9.39998 -9.50465 6.76550 0.52 -0.40 -0.06 0.07
H -8.37061 -8.51243 7.80214 0.09 -0.21 0.50 0.08
H -10.11992 -8.92201 8.15785 0.26 0.35 0.59 0.08
H -9.41322 -11.15687 10.39933 -0.14 -0.01 -0.14 0.11
H -9.02108 -9.40916 10.10542 -0.19 -0.08 0.73 0.11
H -6.84045 -11.57271 9.95397 -0.38 -0.51 0.16 0.11
H -7.30359 -10.71437 11.48508 -0.08 -0.51 0.06 0.11
H -6.36958 -9.44283 9.10993 0.59 0.28 -0.20 0.09
H -4.97869 -10.50453 11.48191 -0.62 0.14 0.11 0.10
H -4.54293 -8.89577 10.98037 0.35 -0.07 -0.26 0.11
H -4.46971 -11.10248 8.81165 -0.79 0.40 -0.22 0.11
H -3.47542 -11.38373 10.11545 0.10 -0.12 0.69 0.11
H -1.51105 -10.92482 8.88909 0.98 -0.63 -0.78 0.08
H -1.29466 -9.51025 7.82532 -0.24 0.50 0.65 0.08
H -2.24030 -10.78255 7.26297 -1.26 -0.22 0.16 0.08
```
Positions in Å, forces in eV/Å.

Properties
- HOMO-LUMO gap (eV) = 8.043
- lowest unoccupied orbital energy (eV) = -0.10